1.
Here is a single C3H8N2 molecule from the OMol25 dataset. Energies are from ωB97M-V/def2-TZVPD.

Output
Net charge: 0
SMILES: CC/C=N/N
Energy relative to the best compared isomer or geometry (same formula, charge and spin): 495.8 kJ/mol
E_HOMO: -8.24 eV
Lowest unoccupied orbital energy: 0.04344 Ha
Multiplicity: 1
Gap between HOMO and LUMO: 9.4 eV

Geometry (Å):
1 N -2.549 -0.237 -0.021
2 N -1.557 0.722 0.093
3 C 1.849 -0.365 0.130
4 C 0.905 0.809 -0.116
5 C -0.412 0.193 -0.229
6 H -2.596 -1.137 -0.241
7 H 0.989 1.770 -0.896
8 H 2.757 -0.022 0.474
9 H 2.227 -1.241 -0.699
10 H -0.288 -0.816 -0.912
11 H -3.254 -0.117 0.629
12 H 0.523 1.476 0.855
13 H 1.405 -1.035 0.933

Atom charges from the natural (NBO) analysis, given in e for atoms 1 to 5: -0.679, -0.226, -0.618, -0.501, 0.050

2.
Here is a single C3H8N2O molecule from the OMol25 dataset. Energies are from ωB97M-V/def2-TZVPD.

Output
Net charge: 0
SMILES: CNC(=O)CN
Energy relative to the best compared isomer or geometry (same formula, charge and spin): 120.2 kJ/mol
E_HOMO: -9.20 eV
Lowest unoccupied orbital energy: 0.02632 Ha
Multiplicity: 1
Gap between HOMO and LUMO: 9.9 eV

Geometry (Å):
1 O -0.647 -1.599 0.709
2 N 2.312 0.070 -0.099
3 N -0.628 0.588 0.023
4 C -1.961 0.724 0.599
5 C 1.282 -0.855 -0.552
6 C -0.042 -0.679 0.228
7 H -1.979 0.307 1.597
8 H 2.660 0.677 -0.821
9 H -2.312 1.745 0.525
10 H 1.039 -0.630 -1.592
11 H -0.563 0.770 -0.967
12 H 1.499 -1.902 -0.337
13 H 2.019 0.642 0.683
14 H -2.679 0.142 0.005

Atom charges from the natural (NBO) analysis, given in e for atoms 1 to 5: -0.574, -0.839, -0.652, -0.421, -0.310

3.
Here is 2 unconnected molecules or ions with the total composition C3H8N2O from the OMol25 dataset. Energies are from ωB97M-V/def2-TZVPD.

Output
Net charge: 0
SMILES: [H]/N=C/N.C=CO
Energy relative to the best compared isomer or geometry (same formula, charge and spin): 266.7 kJ/mol
E_HOMO: -8.87 eV
Lowest unoccupied orbital energy: 0.02796 Ha
Multiplicity: 1
Gap between HOMO and LUMO: 9.6 eV

Geometry (Å):
1 O -1.481 1.081 -0.055
2 N 0.825 -0.454 -1.943
3 N 0.479 -1.484 0.125
4 C -0.430 1.169 2.089
5 C -0.393 1.260 0.759
6 C 1.142 -1.323 -1.068
7 H -1.230 0.602 2.560
8 H 0.956 -2.113 0.748
9 H 0.558 1.120 0.256
10 H 2.074 -1.892 -1.122
11 H -2.054 0.475 0.435
12 H -0.512 -1.350 0.186
13 H 0.465 1.349 2.658
14 H 1.499 -0.552 -2.699

Atom charges from the natural (NBO) analysis, given in e for atoms 1 to 5: -0.679, -0.700, -0.824, -0.536, 0.153

4.
Here is 2 unconnected molecules or ions with the total composition C3H8N2O from the OMol25 dataset. Energies are from ωB97M-V/def2-TZVPD.

Output
Net charge: 0
Energy relative to the best compared isomer or geometry (same formula, charge and spin): 703.1 kJ/mol
E_HOMO (alpha / beta): -9.42 / -8.85 eV
Lowest unoccupied orbital energy (alpha / beta): 0.01460 / -0.01422 Ha
Multiplicity: 1
Gap between HOMO and LUMO (alpha / beta): 9.8 / 8.5 eV

Geometry (Å):
1 O -0.271 -1.692 1.167
2 N 0.388 1.584 1.617
3 N -0.986 -0.974 0.198
4 C 1.096 0.686 2.060
5 C -0.249 -0.597 -0.987
6 C -0.499 0.882 -1.279
7 H -0.697 -1.083 -1.895
8 H -1.571 1.147 -0.895
9 H 0.274 1.582 -0.686
10 H 0.737 -0.845 -0.676
11 H -0.277 0.981 -2.299
12 H -0.713 -1.608 2.012
13 H 2.072 0.748 2.387
14 H 0.903 -0.510 2.138

Atom charges from the natural (NBO) analysis, given in e for atoms 1 to 5: -0.564, -0.202, -0.040, -0.234, -0.325